[1]
{
  "formula": "C39H68N4O19",
  "method": "ωB97M-V/def2-TZVPD",
  "elements": ["C", "C", "O", "N", "H", "H", "C", "H", "H", "H", "H", "H", "H", "C", "C", "O", "N", "H", "H", "C", "H", "H", "H", "H", "H", "H", "N", "O", "O", "O", "N", "O", "O", "O", "C", "C", "C", "O", "H", "H", "H", "H", "H", "H", "H", "H", "C", "C", "C", "O", "H", "H", "H", "H", "H", "H", "H", "H", "C", "C", "C", "O", "H", "H", "H", "H", "H", "H", "H", "H", "C", "C", "C", "O", "H", "H", "H", "H", "H", "H", "H", "H", "C", "C", "C", "O", "H", "H", "H", "H", "H", "H", "H", "H", "C", "C", "C", "O", "C", "C", "C", "O", "H", "H", "H", "H", "C", "C", "C", "O", "C", "C", "C", "O", "H", "H", "H", "H", "C", "C", "C", "O", "C", "C", "C", "O", "H", "H", "H", "H"],
  "xyz": [[4.515, -0.449, 3.633], [3.131, -0.849, 3.841], [2.488, -0.346, 4.736], [2.511, -1.944, 2.891], [2.192, -1.451, 2.066], [3.083, -2.492, 2.434], [1.172, -2.489, 3.232], [5.006, -1.313, 3.794], [4.879, 0.199, 4.442], [4.739, 0.084, 2.722], [0.858, -3.373, 2.663], [0.406, -1.726, 3.317], [1.119, -3.058, 4.209], [-1.487, 0.315, 0.764], [-0.557, -0.077, -0.468], [-0.989, -0.047, -1.555], [0.783, -0.685, -0.143], [1.032, -0.496, 0.886], [0.676, -1.661, -0.319], [1.880, -0.367, -1.123], [-2.195, -0.381, 1.107], [-2.124, 1.136, 0.087], [-0.776, 0.806, 1.555], [2.745, -0.625, -0.827], [1.951, 0.694, -1.310], [1.736, -0.761, -2.148], [2.064, 0.708, 2.490], [1.980, 1.397, 1.391], [1.903, 1.325, 3.482], [1.517, -0.413, 2.502], [1.925, -3.977, 0.284], [3.117, -4.429, -0.060], [1.267, -3.306, -0.486], [1.618, -4.092, 1.470], [0.673, 3.678, 4.516], [0.126, 2.222, 4.465], [-0.624, 1.832, 5.621], [-0.584, 1.976, 3.299], [1.354, 3.753, 5.257], [-0.036, 4.607, 4.741], [1.238, 4.007, 3.519], [1.010, 1.443, 4.495], [-0.246, 2.395, 6.549], [-0.911, 0.748, 5.639], [-1.511, 2.357, 5.454], [-0.101, 2.013, 2.613], [4.412, 1.718, -5.410], [4.828, 0.803, -4.204], [5.868, 1.526, -3.346], [3.651, 0.511, -3.297], [5.053, 1.817, -6.074], [4.664, 2.621, -5.026], [3.519, 1.487, -6.044], [5.174, -0.051, -4.383], [5.595, 2.590, -2.890], [6.706, 1.611, -3.910], [6.442, 0.803, -2.673], [2.900, 1.294, -3.309], [-2.472, -4.021, -0.102], [-2.699, -4.399, -1.541], [-1.310, -4.250, -2.265], [-3.076, -5.694, -1.629], [-3.384, -4.099, 0.586], [-1.875, -3.097, -0.060], [-1.807, -4.709, 0.355], [-3.503, -3.644, -2.050], [-0.955, -3.347, -2.390], [-1.384, -4.822, -3.293], [-0.551, -4.918, -1.842], [-2.531, -6.348, -0.982], [-3.374, -4.137, 1.980], [-3.158, -3.571, 3.347], [-2.616, -4.478, 4.459], [-2.264, -2.420, 3.225], [-3.532, -5.261, 2.038], [-2.464, -4.135, 1.423], [-3.935, -3.643, 1.247], [-4.044, -2.994, 3.537], [-2.480, -3.766, 5.443], [-1.652, -5.007, 3.983], [-3.287, -5.376, 4.665], [-2.581, -1.714, 2.608], [-4.516, 1.898, 2.453], [-3.909, 0.517, 3.050], [-4.883, -0.075, 4.109], [-3.996, -0.503, 2.090], [-4.772, 2.306, 3.412], [-5.373, 1.474, 1.807], [-3.926, 2.530, 1.826], [-3.141, 0.884, 3.501], [-5.961, -0.332, 3.715], [-4.802, 0.590, 5.099], [-4.389, -0.843, 4.464], [-4.876, -0.790, 1.845], [0.882, 4.007, -5.792], [0.832, 2.383, -5.857], [0.014, 1.823, -4.767], [-0.160, 0.622, -4.674], [-0.541, 2.689, -3.709], [-0.724, 4.175, -3.839], [-0.034, 4.789, -4.931], [-0.177, 6.007, -5.105], [1.141, 4.485, -6.852], [1.318, 2.146, -6.767], [-0.834, 2.326, -2.728], [-1.331, 4.804, -3.309], [-1.056, 4.151, 2.230], [-1.874, 4.821, 3.396], [-3.006, 5.806, 2.859], [-3.664, 6.468, 3.589], [-2.919, 6.143, 1.390], [-2.288, 5.227, 0.402], [-1.250, 4.260, 0.848], [-0.826, 3.490, 0.041], [-0.339, 3.478, 2.695], [-1.433, 4.693, 4.430], [-3.723, 6.776, 0.925], [-2.384, 5.572, -0.633], [3.550, -1.905, -6.287], [2.428, -2.098, -5.305], [1.035, -2.080, -5.880], [0.129, -2.210, -5.009], [0.911, -1.926, -7.321], [1.978, -1.584, -8.163], [3.345, -1.665, -7.677], [4.313, -1.420, -8.450], [4.503, -1.989, -5.780], [2.763, -2.301, -4.339], [-0.276, -1.861, -7.671], [1.808, -1.527, -9.237]],
  "atomic_forces_ev_per_a": [[-0.228, 2.434, 0.033], [-1.863, -0.198, 3.083], [1.246, -3.344, -0.768], [-0.471, -1.562, 4.348], [0.829, 0.029, -0.742], [4.538, -5.256, -1.401], [-1.487, -2.674, 3.947], [2.494, -3.022, -0.347], [-0.760, -0.027, -0.134], [0.085, -0.391, -0.669], [0.168, 1.669, -0.318], [0.307, -0.337, -0.105], [0.841, 1.215, -0.310], [2.675, 4.353, -3.027], [-1.929, -0.790, 3.140], [0.702, 0.085, -1.733], [0.386, 1.901, -0.492], [-0.252, -0.117, -1.577], [-0.364, -2.114, 0.456], [-5.792, 2.824, -3.347], [-0.359, -1.208, 0.309], [1.461, -1.741, 2.546], [-2.060, -1.148, -1.438], [6.108, -2.367, 2.669], [-0.312, 0.468, 0.506], [-0.542, -0.408, 0.937], [-6.233, 4.439, -5.263], [2.069, -1.439, -0.391], [5.584, 2.673, 1.927], [-4.013, 5.761, -3.028], [5.697, -1.228, 0.086], [-3.154, 0.983, 0.200], [-1.294, 0.544, -1.443], [-0.347, -1.606, -0.833], [-1.285, 1.863, -3.129], [3.343, 0.034, 0.485], [-1.474, 0.483, 2.512], [-6.572, -2.679, 7.696], [2.474, -0.028, 2.486], [1.691, -2.422, -0.323], [-1.062, -0.909, 2.176], [-2.709, 2.330, 0.998], [-0.154, -1.762, -1.034], [0.777, 0.919, 0.521], [-2.462, 0.682, 0.214], [5.865, 0.060, -7.578], [-4.978, -3.910, 4.764], [-4.626, 7.955, 2.805], [-0.874, 0.071, 2.307], [-1.896, 2.668, -1.024], [6.797, -0.666, -6.430], [-1.415, 3.695, 1.446], [0.144, 0.490, 1.537], [2.556, -7.175, -2.002], [0.405, -2.620, -0.806], [2.501, 1.333, -2.637], [-1.805, 0.876, 0.357], [3.254, -2.742, -0.367], [-0.788, 0.279, -4.700], [2.302, 3.212, -0.965], [-2.660, -6.558, -1.971], [-0.206, -4.633, 1.488], [2.344, -0.348, -7.588], [-0.794, 0.364, 0.393], [1.217, -1.389, -0.562], [1.633, -2.086, 1.063], [1.745, 4.753, -0.651], [-0.187, 1.601, 1.435], [-0.124, 0.368, 0.826], [-1.715, 2.777, -2.238], [1.316, -3.079, 6.617], [-0.690, 2.320, -0.246], [0.802, -0.079, 0.150], [1.443, 0.170, -0.098], [-0.595, 1.234, -0.343], [1.063, 0.238, 3.907], [-3.435, 1.990, 2.527], [-1.234, -0.646, 1.296], [0.128, -2.239, -2.462], [-1.586, 1.516, 1.567], [0.532, 1.467, -0.087], [-0.377, -1.334, 0.753], [-1.327, -3.740, -0.071], [-9.614, 0.034, -2.722], [-2.113, 5.792, 0.605], [3.093, -0.820, -1.631], [-0.822, 1.201, -0.126], [0.703, 1.345, 1.226], [0.836, 0.204, -0.113], [6.355, 0.359, 2.103], [2.134, 0.781, 0.953], [-1.144, -0.886, -2.066], [2.028, -4.705, 1.379], [-0.320, 0.551, 0.507], [-0.825, -6.387, -3.623], [-0.500, 10.077, 1.412], [1.202, -1.323, 0.026], [-0.222, 0.064, -0.122], [-1.208, 7.091, 0.673], [2.168, -8.298, -1.394], [0.478, 2.079, -0.638], [0.336, -1.179, -0.237], [-0.017, -0.786, 2.797], [0.086, -1.549, -0.328], [-0.245, -0.771, -0.532], [-1.256, 1.098, 1.970], [-2.343, 3.058, 8.442], [2.037, -1.463, -6.686], [3.834, -0.614, -0.071], [-1.452, 0.523, 1.087], [0.145, -4.473, -4.435], [-1.529, 5.336, 3.892], [-3.376, 1.231, -0.946], [1.745, -1.664, -1.468], [-0.399, 1.779, -1.547], [-1.881, 0.255, -1.543], [1.016, -0.239, 0.981], [0.068, -0.734, 0.223], [-4.175, -1.333, 6.036], [4.069, 1.143, -7.282], [-0.265, -0.714, 5.060], [1.561, 0.267, -3.400], [-1.979, 1.862, -2.956], [-3.404, -2.036, 1.398], [2.760, 1.476, -2.166], [-2.167, -0.726, 1.577], [0.345, 0.170, -0.791], [-0.396, -0.205, 1.656], [3.487, -0.364, 0.698], [0.136, 0.388, 0.281]],
  "multiplicity": 1,
  "e_homo_ev": -8.595,
  "orbital_gap_ev": 6.2,
  "total_energy_ha": -3173.79443,
  "relative_energy_kcal_mol": 425.74,
  "total_charge": 0
}


[2]
{
  "formula": "C46H32N2O8",
  "method": "ωB97M-V/def2-TZVPD",
  "elements": ["O", "C", "C", "C", "C", "C", "C", "C", "C", "O", "C", "C", "C", "C", "C", "C", "H", "H", "H", "H", "H", "H", "H", "H", "O", "C", "C", "C", "C", "C", "C", "C", "C", "O", "C", "C", "C", "C", "C", "C", "H", "H", "H", "H", "H", "H", "H", "H", "O", "C", "C", "C", "C", "C", "C", "C", "C", "O", "C", "C", "C", "C", "C", "C", "H", "H", "H", "H", "H", "H", "H", "H", "C", "C", "C", "N", "N", "C", "O", "O", "H", "H", "H", "H", "H", "H", "H", "H"],
  "xyz": [[0.339, 5.753, 4.228], [0.608, 4.638, 4.638], [0.832, 3.519, 3.690], [0.754, 3.754, 2.322], [0.999, 2.724, 1.428], [1.326, 1.450, 1.895], [1.387, 1.210, 3.259], [1.135, 2.239, 4.160], [1.186, 1.963, 5.619], [1.396, 0.839, 6.030], [0.982, 3.089, 6.567], [1.062, 2.855, 7.935], [0.905, 3.904, 8.828], [0.669, 5.192, 8.357], [0.575, 5.427, 6.994], [0.726, 4.377, 6.094], [0.505, 4.743, 1.954], [0.941, 2.912, 0.361], [1.540, 0.616, 1.176], [1.636, 0.220, 3.622], [1.250, 1.855, 8.306], [0.972, 3.721, 9.894], [0.556, 6.013, 9.055], [0.387, 6.431, 6.632], [2.150, -4.776, -6.464], [2.473, -5.841, -6.953], [3.385, -6.760, -6.226], [3.854, -6.405, -4.965], [4.674, -7.273, -4.262], [5.029, -8.501, -4.814], [4.578, -8.852, -6.077], [3.760, -7.981, -6.790], [3.298, -8.360, -8.150], [3.667, -9.397, -8.663], [2.369, -7.449, -8.868], [1.899, -7.805, -10.128], [1.006, -6.979, -10.793], [0.580, -5.793, -10.203], [1.058, -5.427, -8.954], [1.957, -6.250, -8.285], [3.576, -5.453, -4.529], [5.035, -6.997, -3.278], [5.659, -9.184, -4.257], [4.860, -9.805, -6.505], [2.224, -8.730, -10.588], [0.638, -7.261, -11.773], [-0.124, -5.153, -10.721], [0.726, -4.501, -8.500], [-7.334, 5.674, 2.908], [-6.353, 5.134, 3.381], [-6.446, 3.768, 3.960], [-7.664, 3.097, 3.939], [-7.753, 1.807, 4.441], [-6.625, 1.182, 4.964], [-5.413, 1.853, 5.003], [-5.320, 3.149, 4.507], [-4.020, 3.866, 4.569], [-3.053, 3.348, 5.094], [-3.923, 5.222, 3.973], [-2.703, 5.889, 3.993], [-2.588, 7.141, 3.412], [-3.693, 7.733, 2.806], [-4.916, 7.077, 2.796], [-5.037, 5.822, 3.384], [-8.543, 3.578, 3.528], [-8.702, 1.285, 4.420], [-6.694, 0.170, 5.344], [-4.539, 1.365, 5.415], [-1.843, 5.432, 4.457], [-1.634, 7.655, 3.426], [-3.600, 8.708, 2.343], [-5.774, 7.543, 2.327], [2.064, 0.305, -2.950], [1.964, -1.227, -3.133], [1.404, -1.859, -4.447], [2.350, -2.080, -2.244], [1.820, -1.740, -0.941], [2.980, -1.245, -0.154], [4.057, -1.724, -0.326], [2.697, -0.188, 0.714], [1.096, 0.786, -2.657], [2.810, 0.606, -2.175], [2.386, 0.788, -3.904], [0.410, -2.271, -4.170], [1.378, -1.118, -5.271], [2.066, -2.732, -4.669], [1.533, -2.638, -0.542], [2.095, 0.358, 0.176]],
  "atomic_forces_ev_per_a": [[0.140, -0.072, 0.051], [-0.017, 0.424, -0.191], [0.020, -0.143, -0.011], [0.039, 0.028, -0.257], [0.010, -0.060, 0.281], [-0.814, 0.164, -0.438], [0.026, -0.100, -0.183], [0.024, 0.109, -0.143], [0.073, -0.541, 0.183], [-0.010, 0.104, -0.027], [-0.033, 0.153, 0.029], [0.011, 0.042, 0.203], [-0.008, 0.024, -0.094], [0.000, -0.070, -0.049], [-0.025, 0.108, 0.172], [0.031, -0.075, 0.133], [0.014, 0.002, 0.173], [-0.032, 0.028, 0.047], [-2.557, 2.507, 3.390], [-0.041, 0.098, 0.116], [0.003, 0.004, -0.174], [-0.003, 0.004, -0.049], [-0.003, -0.034, -0.037], [-0.003, -0.112, -0.123], [-0.010, -0.021, -0.043], [-0.101, 0.435, 0.247], [0.092, -0.141, 0.017], [0.071, 0.003, 0.163], [-0.019, -0.037, -0.062], [-0.058, 0.074, -0.056], [0.129, -0.090, 0.154], [-0.023, 0.114, 0.131], [0.185, -0.496, -0.212], [-0.043, 0.087, 0.031], [-0.085, 0.144, -0.008], [-0.115, 0.004, -0.178], [0.027, 0.030, 0.084], [0.066, -0.053, 0.039], [-0.133, 0.077, -0.152], [-0.036, -0.109, -0.132], [-0.072, -0.031, -0.124], [-0.022, 0.001, -0.046], [-0.020, 0.031, -0.032], [-0.084, 0.097, -0.114], [0.064, 0.016, 0.161], [0.019, 0.008, 0.044], [0.035, -0.022, 0.026], [0.125, -0.075, 0.094], [0.064, -0.060, 0.039], [-0.427, 0.273, -0.219], [0.078, -0.130, 0.079], [-0.136, -0.157, 0.019], [0.080, 0.034, 0.001], [-0.003, 0.091, -0.029], [-0.077, -0.196, 0.061], [-0.171, -0.013, -0.058], [0.494, -0.217, 0.238], [-0.067, 0.024, -0.056], [-0.111, 0.140, -0.087], [0.009, 0.087, -0.016], [-0.070, 0.046, -0.042], [-0.018, -0.128, 0.068], [0.090, 0.195, -0.072], [0.142, -0.007, 0.009], [0.139, 0.098, -0.023], [0.039, 0.028, -0.002], [0.006, 0.048, -0.007], [0.034, 0.166, -0.037], [-0.160, -0.042, 0.004], [-0.010, -0.082, 0.018], [-0.016, -0.040, 0.024], [-0.046, -0.148, 0.083], [-0.758, 0.266, 0.212], [0.471, -0.032, -0.536], [1.660, 0.403, 0.835], [-2.773, -0.806, -1.133], [2.070, 1.873, 1.297], [-0.024, -1.154, -0.361], [-0.052, 0.813, 0.875], [2.185, -2.758, -3.000], [0.567, -0.448, -0.315], [-0.466, -0.520, -0.549], [-0.293, -0.548, 0.645], [0.531, 0.466, -0.347], [-0.160, -0.664, 0.356], [-0.650, 0.665, -0.151], [0.198, 0.346, -0.088], [0.792, -0.548, -0.768]],
  "smiles": "O=C1c2ccccc2C(=O)c2ccccc21.O=C1c2ccccc2C(=O)c2ccccc21.O=C1c2ccccc2C(=O)c2ccccc21.CC(C)=NNC(=O)O",
  "multiplicity": 1,
  "e_homo_ev": -9.309,
  "orbital_gap_ev": 8.3,
  "total_energy_ha": -2483.49490,
  "total_charge": 0
}


[3]
{
  "formula": "C6H11N",
  "method": "ωB97M-V/def2-TZVPD",
  "elements": ["C", "C", "C", "C", "C", "N", "C", "H", "H", "H", "H", "H", "H", "H", "H", "H", "H", "H"],
  "xyz": [[3.349, 0.025, -0.615], [1.941, 0.406, -0.986], [0.982, 0.983, -0.212], [-0.408, 0.560, -0.236], [-1.408, 0.907, 0.628], [-2.481, 0.084, 0.875], [-2.575, -1.379, 0.672], [4.139, 0.615, -1.116], [3.368, -1.044, -0.798], [3.629, 0.123, 0.423], [1.772, -0.018, -1.993], [1.171, 1.481, 0.747], [-0.879, -0.063, -1.041], [-1.543, 1.952, 0.941], [-3.386, 0.518, 0.880], [-2.415, -1.804, 1.645], [-3.509, -1.680, 0.229], [-1.747, -1.665, -0.043]],
  "atomic_forces_ev_per_a": [[0.290, 1.120, 0.326], [0.023, 0.459, 0.150], [0.079, -1.311, -0.037], [-1.990, 0.199, -1.029], [0.471, 0.477, -1.293], [-1.236, -0.139, -0.329], [2.240, 1.171, -1.108], [-0.282, -0.681, -0.418], [0.642, -0.128, -0.429], [-0.443, 0.234, 0.609], [-0.925, 0.141, 0.741], [0.727, -0.240, -0.379], [1.441, -0.236, 0.728], [0.375, -0.579, 0.920], [-0.037, 0.314, 0.307], [-0.022, -0.773, 0.254], [-0.365, 0.076, 0.006], [-0.988, -0.107, 0.983]],
  "smiles": "C/C=C/C=C/NC",
  "multiplicity": 1,
  "e_homo_ev": -6.726,
  "orbital_gap_ev": 7.8,
  "total_energy_ha": -289.86465,
  "relative_energy_kcal_mol": 67.16,
  "total_charge": 0
}